Entry 1:
{"formula": "C12H12ClO2", "method": "the ωB97M-V functional and the def2-TZVPD basis", "species": ["C", "C", "C", "Cl", "C", "C", "C", "O", "O", "C", "C", "C", "C", "C", "C", "H", "H", "H", "H", "H", "H", "H", "H", "H", "H", "H", "H"], "positions_angstrom": [[0.990482, -1.544825, -1.779577], [1.183659, -0.262158, -0.927589], [2.610379, 0.054539, -0.740116], [0.317699, 1.004854, -1.722105], [0.381775, -0.641797, 0.517659], [0.629986, -1.680912, 1.371807], [1.566817, -2.822689, 1.113417], [2.779643, -2.467623, 1.079896], [1.078982, -3.905263, 0.916030], [-0.619868, 0.467637, 0.892892], [-0.142867, 1.767221, 0.808836], [-0.968573, 2.766609, 1.199048], [-2.377345, 2.489651, 1.328531], [-2.862688, 1.174955, 1.203347], [-1.988469, 0.177494, 0.942175], [1.481197, -1.482478, -2.807669], [0.012246, -1.641514, -1.981444], [1.381639, -2.313063, -1.091430], [2.912752, 1.103713, -0.540713], [3.036499, -0.122463, -1.672806], [3.182377, -0.588498, -0.129898], [-0.085304, -1.641492, 2.107395], [0.939796, 1.983037, 0.663970], [-0.677324, 3.819449, 1.375155], [-3.036346, 3.182614, 1.814815], [-3.984285, 1.140711, 1.389824], [-2.233581, -0.836697, 0.826071]], "forces_ev_per_angstrom": [[4.056, 0.987, 0.505], [-1.796, -3.005, 2.643], [1.083, 1.869, -0.112], [-0.403, 1.243, -1.746], [0.724, 1.181, -0.257], [-0.011, 2.299, -3.652], [2.113, 2.302, 0.450], [-0.124, -0.260, 0.032], [-1.327, -2.624, -0.315], [0.964, -2.029, -1.964], [1.561, 0.104, 1.642], [-3.204, 1.654, 0.125], [1.753, -0.920, 0.790], [-2.221, 2.862, 0.578], [1.808, -0.106, 0.410], [-0.045, -0.092, 1.482], [-3.632, -0.712, -0.347], [-0.129, -0.270, -1.138], [-0.752, -0.406, 0.323], [0.978, -0.137, -2.101], [-0.098, -0.925, 1.319], [-1.260, -0.548, 2.311], [-0.980, -0.407, 0.161], [0.179, -0.783, -0.286], [-0.179, 0.679, -0.337], [1.547, -0.785, -0.459], [-0.606, -1.169, -0.059]], "lowdin_charge": [-0.087, -0.821, -0.119, 0.761, -0.101, 0.049, -0.807, -0.074, -0.005, -0.235, -0.174, -0.094, -0.101, -0.118, -0.061, 0.104, 0.021, 0.081, 0.087, 0.049, 0.060, 0.079, 0.114, 0.102, 0.074, 0.115, 0.101], "e_homo_ha": -0.1636, "smiles": "CC(C)(Cl)/C(=C\\C(=O)[O-])c1ccccc1", "lumo_energy_ev": 3.148, "total_charge": -1, "gap_ev": 7.5990}

Entry 2:
{"formula": "C4H11OP", "method": "the ωB97M-V functional and the def2-TZVPD basis", "species": ["C", "C", "C", "C", "O", "P", "H", "H", "H", "H", "H", "H", "H", "H", "H", "H", "H"], "positions_angstrom": [[1.937739, -0.679913, 0.298484], [-0.291430, 1.920865, -0.553339], [0.445053, -0.709640, 0.616454], [-0.594739, -0.367710, -0.463599], [-0.329077, -0.850860, -1.662356], [-2.457877, -0.392691, 0.162769], [2.036023, -0.311301, -0.711933], [2.454761, -1.609261, 0.305248], [2.450779, 0.010740, 1.043911], [-1.294015, 2.562839, -0.711636], [0.504040, 1.948363, -1.271875], [0.114079, 1.917537, 0.481162], [0.223395, 0.095692, 1.464238], [0.155398, -1.704367, 1.047582], [-0.992867, -0.609644, -2.296809], [-2.133677, 0.338793, 1.348004], [-2.227593, -1.559443, 0.903691]], "forces_ev_per_angstrom": [[-0.058, 1.854, 0.457], [-2.362, -2.040, 1.285], [-1.482, 0.684, 2.115], [-0.685, 3.974, 2.191], [0.918, -1.189, -0.975], [2.032, 0.294, -0.131], [0.401, 0.464, -0.242], [0.073, -0.970, 0.245], [-0.454, -0.820, -1.195], [2.600, -1.603, 0.226], [0.020, 0.385, -0.558], [-0.491, 0.545, -0.759], [0.389, -1.973, -1.626], [0.150, 0.698, -0.242], [-0.551, 0.206, -0.420], [-0.188, 0.110, -0.447], [-0.313, -0.618, 0.077]], "lowdin_charge": [-0.104, -0.034, -0.300, -0.647, -0.028, 0.821, 0.061, 0.052, 0.096, 0.048, -0.022, -0.013, 0.116, 0.102, 0.095, -0.104, -0.137], "e_homo_ha": -0.2856, "lumo_energy_ev": 0.719, "gap_ev": 8.4902}

Entry 3:
{"formula": "C5H10O2", "method": "the ωB97M-V functional and the def2-TZVPD basis", "species": ["C", "O", "C", "C", "O", "C", "C", "H", "H", "H", "H", "H", "H", "H", "H", "H", "H"], "positions_angstrom": [[1.536012, 1.432838, -0.475583], [1.352667, 0.472124, 0.387642], [0.513240, -0.512384, 0.306498], [0.100812, -1.394181, 1.448456], [-1.218717, -1.471397, 0.875023], [-0.912831, -0.549404, -0.196567], [-1.742924, 0.721082, -0.099400], [1.939192, -0.289916, -1.835122], [0.781967, 1.629710, -1.227259], [2.325702, 2.121144, -0.214565], [1.618130, -0.920000, -1.537819], [0.099384, -0.921790, 2.442545], [0.570823, -2.383281, 1.519308], [-1.065993, -1.031967, -1.171695], [-1.552761, 1.397103, -0.939953], [-2.802411, 0.446029, -0.117503], [-1.542298, 1.254293, 0.835995]], "forces_ev_per_angstrom": [[-0.058, 0.474, -0.317], [0.170, -0.157, 0.420], [-0.266, -0.162, 0.010], [0.267, -0.063, 0.169], [-0.152, -0.112, 0.041], [-0.076, 0.180, -0.258], [-0.003, 0.052, 0.032], [-0.047, -0.175, 0.024], [0.124, -0.043, 0.087], [-0.111, -0.093, -0.052], [0.075, 0.098, -0.092], [-0.002, -0.045, -0.136], [-0.069, 0.144, -0.022], [0.026, 0.059, 0.119], [-0.021, -0.113, 0.112], [0.154, 0.029, -0.008], [-0.012, -0.073, -0.130]], "lowdin_charge": [-0.062, -0.070, -0.276, -0.097, -0.082, -0.313, -0.030, 0.073, 0.066, 0.070, 0.078, 0.127, 0.120, 0.143, 0.075, 0.086, 0.093], "e_homo_ha": [-0.2751, -0.2800], "lumo_energy_ev": [0.718, 0.716], "gap_ev": [8.2038, 8.3359]}

Entry 4:
{"formula": "C16H15BCl3MoN10O6", "method": "the ωB97M-V functional and the def2-TZVPD basis", "species": ["Mo", "C", "C", "N", "N", "C", "B", "N", "C", "C", "C", "N", "N", "C", "C", "C", "N", "N", "C", "C", "C", "N", "H", "H", "H", "H", "H", "H", "H", "H", "H", "H", "H", "H", "C", "C", "O", "H", "H", "H", "Cl", "C", "Cl", "Cl", "C", "N", "O", "N", "O", "O", "O", "O"], "positions_angstrom": [[-0.099404, 0.095463, -0.340639], [-1.184403, -1.189353, 3.712828], [-0.639021, -0.262694, 2.853125], [-0.607739, -0.756389, 1.588956], [-1.128167, -2.011599, 1.657166], [-1.497685, -2.277578, 2.909238], [-1.400866, -2.852395, 0.363688], [-0.013855, -2.958730, -0.348738], [0.612691, -4.024806, -0.848847], [1.751858, -3.602123, -1.522149], [1.742033, -2.228122, -1.403238], [0.664324, -1.837034, -0.691861], [-2.327955, -2.001735, -0.533871], [-3.502322, -2.249187, -1.124431], [-3.908284, -1.119175, -1.823118], [-2.913125, -0.191907, -1.620828], [-1.961468, -0.711980, -0.818582], [-1.887090, -4.212764, 0.728619], [-1.239190, -5.123438, 1.520203], [-1.991806, -6.261272, 1.551441], [-3.106604, -5.965846, 0.736147], [-3.039357, -4.747465, 0.245242], [-1.361630, -1.082989, 4.768516], [-0.306364, 0.736566, 3.066921], [-1.971073, -3.213903, 3.155191], [0.211856, -5.014844, -0.704110], [2.469367, -4.213809, -2.039873], [2.434453, -1.506951, -1.804295], [-3.965299, -3.212091, -0.989999], [-4.811238, -0.999148, -2.394547], [-2.821692, 0.814666, -1.992626], [-0.296833, -4.893843, 1.993148], [-1.783491, -7.171698, 2.085507], [-3.946153, -6.596606, 0.492318], [3.121362, 0.902821, 1.861822], [2.875243, -0.505225, 1.806757], [2.641607, -1.586953, 1.714252], [3.575659, 1.117483, 2.835966], [2.175895, 1.439224, 1.718660], [3.807984, 1.139607, 1.039863], [2.615656, 3.164353, -3.444696], [3.036034, 1.583331, -2.801525], [4.298657, 1.746990, -1.567576], [3.589593, 0.491141, -4.065714], [1.778887, 1.000551, -2.167393], [1.565531, 0.804847, -0.925554], [-0.710053, 3.668577, 0.774941], [-0.589869, 2.551597, 0.449002], [-1.094181, 2.006740, -0.588541], [0.100176, 1.670796, 1.121334], [-0.255656, 0.171129, -2.303109], [0.840203, 0.666568, -3.028988]], "forces_ev_per_angstrom": [[-1.510, 0.520, -0.314], [-0.005, 0.013, 0.017], [-0.016, 0.003, -0.015], [0.364, -0.161, 0.029], [-0.164, 0.096, -0.038], [0.006, -0.001, -0.006], [0.097, -0.046, 0.088], [-0.099, 0.052, -0.211], [-0.018, 0.002, 0.002], [0.006, 0.009, -0.018], [-0.033, -0.027, -0.042], [0.388, 0.069, 0.380], [-0.056, -0.046, -0.030], [-0.007, 0.011, 0.005], [0.003, -0.001, -0.002], [-0.015, 0.037, 0.032], [0.187, -0.177, -0.061], [0.022, -0.025, -0.004], [0.009, 0.001, -0.018], [-0.016, 0.003, 0.025], [0.013, 0.002, -0.005], [-0.020, 0.015, -0.003], [0.007, -0.002, 0.001], [0.004, 0.003, 0.005], [-0.006, 0.001, -0.004], [-0.004, 0.001, -0.003], [0.004, 0.000, 0.006], [0.013, -0.014, 0.018], [-0.001, -0.004, 0.002], [-0.002, 0.001, 0.003], [0.009, 0.000, -0.006], [-0.002, 0.003, 0.005], [0.006, -0.004, -0.012], [-0.003, 0.002, 0.003], [0.352, -0.148, 0.287], [-0.240, 0.542, -0.313], [0.132, -0.276, 0.150], [-0.003, 0.077, -0.036], [-0.026, -0.094, 0.021], [-0.027, 0.003, -0.015], [0.006, -0.011, -0.007], [-0.074, 0.063, -0.033], [0.036, 0.014, 0.011], [0.005, -0.004, 0.010], [-0.057, -0.009, 0.161], [0.594, -0.574, -0.110], [0.007, -0.037, 0.011], [-0.081, 0.045, -0.071], [0.042, 0.027, 0.101], [0.106, -0.079, -0.009], [0.037, 0.115, 0.034], [0.030, 0.007, -0.020]], "mulliken_spin": [0.991, 0.002, 0.003, -0.061, 0.010, -0.001, 0.027, 0.008, 0.013, 0.006, 0.027, -0.067, -0.011, 0.004, -0.002, -0.006, -0.028, 0.002, 0.000, 0.000, 0.000, 0.000, 0.000, -0.001, 0.000, 0.001, 0.001, -0.002, 0.001, 0.000, 0.001, 0.000, 0.000, 0.000, 0.002, -0.002, 0.000, 0.000, 0.001, 0.001, 0.007, 0.002, 0.001, 0.001, 0.088, -0.030, 0.017, 0.008, -0.012, -0.009, -0.029, 0.035], "e_homo_ha": [-0.5346, -0.5346], "lumo_energy_ev": [-8.508, -8.191], "total_charge": 2, "multiplicity": 2, "gap_ev": [6.0393, 6.3568]}